This record from OMol25 describes C3H3HgO2 as an isolated structure. The level of theory is wB97M-V/def2-TZVPD.

Last column: natural (NBO) charge in e.
Positions of all 9 atoms, in Å:
H: 0.71177 -3.67041 -1.28526  -0.92
O: -0.44106 0.41093 -1.35125  -0.69
O: 3.06850 0.05674 -1.61890  -0.66
C: 0.80109 -0.22931 -1.07747  -0.17
C: -0.26925 -1.07124 -1.70340  -0.41
C: 1.90436 0.18011 -2.04344  0.24
H: 1.04529 -0.30361 -0.00159  0.17
H: -0.80102 -1.63231 -0.91463  0.19
Hg: 0.04289 0.25252 -3.60959  0.26

Cartesian forces (eV/Å) of the 3 atoms listed first:
H 0.029 -0.321 0.143
O -0.218 0.826 1.726
O -2.074 0.644 -1.620

The expectation value of S² is 0.77. The value obtained for the largest force on an atom is 3.4 eV/Å. Its frontier orbital gap (alpha / beta) is 4.5 / 3.6 eV. The spin multiplicity is 2. The calculation puts the energy above the lowest of the compared OMol25 structures with the same formula, charge and spin at 1.9604 eV. Its total charge is -2.